This record from OMol25 describes an isolated molecule of C6H10N2. The level of theory is ωB97M-V/def2-TZVPD.

Properties
- SMILES string = [H]/N=C1/CCCC/C1=N/[H]
- highest occupied orbital energy (eV) = -9.533
- charge = 0
- energy relative to the best compared isomer or geometry (same formula, charge and spin) (kcal/mol) = 12.9
- DFT total energy (Ha) = -344.1161

Atoms and positions in Å:
C 0.6845 -1.0146 -0.0154
H 2.2387 -1.7479 -0.8972
C -0.6821 -1.2581 0.5461
H -1.7880 1.7270 -0.8270
H 3.0210 -0.1551 0.6085
H -2.6227 -0.3510 0.1898
C -1.5937 -0.0315 0.4150
H -1.0955 -2.1228 0.0145
H -1.6291 0.5180 1.3581
N 2.4284 0.6487 0.3908
C 1.2320 0.3676 0.0914
C -1.0817 0.9100 -0.6729
H 0.1531 2.1126 0.6343
H -0.5726 -1.5499 1.5975
C 0.2681 1.4694 -0.2440
H 0.7148 2.0885 -1.0246
N 1.3070 -1.9766 -0.5514
H -0.9821 0.3657 -1.6137

Atomic partial charges in e from the natural (NBO) method, atoms 1 to 8: number 1, C, carries 0.237; number 2, H, carries 0.336; number 3, C, carries -0.469; number 4, H, carries 0.218; number 5, H, carries 0.337; number 6, H, carries 0.217; number 7, C, carries -0.398; number 8, H, carries 0.236

***

This record from OMol25 describes a cluster of 2 separate species, C3H6ClN in total. The level of theory is ωB97M-V/def2-TZVPD.

Properties
- highest occupied orbital energy (alpha / beta) (eV) = -4.968 / -10.386
- charge = 0
- energy relative to the best compared isomer or geometry (same formula, charge and spin) (kcal/mol) = 48.1
- DFT total energy (Ha) = -632.6212
- 2S+1 = 3

Atoms and positions in Å:
H 2.2762 0.3627 0.3061
H 0.0179 -2.5683 1.2299
H -0.2521 -2.8190 -0.7652
N 0.3662 0.2040 0.0696
Cl 3.2629 0.5694 -0.4205
C -0.3441 1.4376 -0.0698
H -0.7387 1.5210 -1.1510
C 0.0624 -0.9979 0.1122
C -0.0153 -2.2502 0.1246
H 0.4108 2.1963 0.1104
H -1.3226 1.5880 0.5732

Atomic partial charges in e from the natural (NBO) method, atoms 1 to 8: number 1, H, carries 0.266; number 2, H, carries 0.167; number 3, H, carries 0.184; number 4, N, carries -0.375; number 5, Cl, carries -0.279; number 6, C, carries -0.430; number 7, H, carries 0.175; number 8, C, carries 0.096

***

This record from OMol25 describes an isolated molecule of C5H12N2O. The level of theory is ωB97M-V/def2-TZVPD.

Properties
- SMILES string = C[C@H](N)C1(N)COC1
- highest occupied orbital energy (eV) = -9.291
- charge = 0
- energy relative to the best compared isomer or geometry (same formula, charge and spin) (kcal/mol) = 49.4
- DFT total energy (Ha) = -382.4238

Atoms and positions in Å:
H -0.9717 -2.1125 0.1757
H -1.0519 2.0432 0.5300
H -1.9435 -1.0868 -0.8985
H -0.5158 -0.0603 1.6008
C 1.6227 -0.9360 0.1511
N 0.4037 0.2429 -1.6800
C -1.5777 -1.2098 0.1209
O 2.4337 0.0875 0.8401
C 1.6048 1.1204 0.3432
H -2.4402 1.1773 0.6406
H 1.3312 -1.7047 0.8681
H 2.1758 -1.3625 -0.6821
H 0.0637 -0.6207 -2.0900
H 2.0832 1.6939 -0.4547
C 0.5695 0.0874 -0.2545
C -0.7592 0.0151 0.5264
N -1.5276 1.2120 0.1990
H -2.4387 -1.3284 0.7774
H 1.2335 1.7790 1.1342
H -0.2956 0.9629 -1.8477

Atomic partial charges in e from the natural (NBO) method, atoms 1 to 8: number 1, H, carries 0.210; number 2, H, carries 0.360; number 3, H, carries 0.212; number 4, H, carries 0.172; number 5, C, carries -0.067; number 6, N, carries -0.837; number 7, C, carries -0.623; number 8, O, carries -0.538

***

This record from OMol25 describes an isolated molecule of C4H8O3. The level of theory is ωB97M-V/def2-TZVPD.

Properties
- SMILES string = COC(=O)[C@@H](C)O
- highest occupied orbital energy (eV) = -10.640
- charge = 0
- energy relative to the best compared isomer or geometry (same formula, charge and spin) (kcal/mol) = 31.6
- DFT total energy (Ha) = -382.9145

Atoms and positions in Å:
C 0.0049 -0.9027 0.6062
H -1.6214 0.3357 1.2910
C -0.8835 0.9257 -0.6443
H -1.9300 -1.8722 -0.2257
O 0.9851 -0.0582 1.0243
H 2.8573 -0.5341 0.2168
O -2.3129 -0.9901 -0.1040
H -0.4997 0.4497 -1.5551
H 2.4721 1.1972 0.4859
O 0.1527 -2.0745 0.3714
C 2.0847 0.2317 0.1495
C -1.2944 -0.1507 0.3617
H -1.6975 1.5964 -0.9100
H -0.0881 1.5012 -0.1708
H 1.7708 0.3449 -0.8969

Atomic partial charges in e from the natural (NBO) method, atoms 1 to 8: number 1, C, carries 0.796; number 2, H, carries 0.196; number 3, C, carries -0.622; number 4, H, carries 0.490; number 5, O, carries -0.554; number 6, H, carries 0.196; number 7, O, carries -0.709; number 8, H, carries 0.206

***

This record from OMol25 describes a cluster of 33 separate species, C23H96N5O35 in total. The level of theory is ωB97M-V/def2-TZVPD.

Properties
- highest occupied orbital energy (eV) = -11.423
- charge = +1
- DFT total energy (Ha) = -3840.9080

Atoms and positions in Å:
H 6.8648 2.2929 -2.7693
H 5.3138 5.0490 2.2020
C -0.8229 -1.9486 2.5533
H -0.5226 0.4258 -3.5119
H -8.1095 -4.6255 -5.2971
O -9.8604 -3.2128 -1.9597
C 4.1589 0.7959 2.5383
H 6.8751 -0.7571 0.2152
H 7.1437 -4.0429 0.1956
O -4.9119 -5.6428 -3.6005
O 5.0381 4.3685 1.5762
H -3.6728 -1.1811 -2.7107
H -0.2956 -2.9323 -0.9924
O 0.5029 3.0772 5.8794
H -7.8777 2.6611 -0.9076
H 4.4610 0.4840 -4.7724
H 0.8590 3.9693 5.8169
H -3.1476 4.2799 -1.7459
H -0.0245 2.4989 -2.6846
O 0.7527 2.1865 8.9474
N -0.3774 0.9488 -0.5774
C 2.8450 1.4614 2.8998
C -1.6448 1.0345 -1.3194
C 6.9710 0.8225 -1.2188
O -12.1806 -1.8587 -3.4386
O -5.8856 -6.1151 0.5953
H 0.4437 -0.7841 -1.5132
H 5.0713 3.5366 6.5177
H -11.0304 4.1555 0.0767
H 4.0140 6.3288 -2.3431
H 0.1350 1.4225 4.5367
C 4.9323 -0.4746 -2.5271
O 5.7697 -2.3704 -5.1373
H -4.3193 2.6326 0.6900
O 5.2040 3.1025 5.6702
H 2.3643 -2.8244 -3.0060
C 1.3704 2.2531 1.1982
C 0.6843 1.7484 -0.9868
H -3.5681 -3.7723 2.2836
H -4.2276 3.3394 -2.2340
C -0.4635 -2.6741 0.0394
H -2.4412 1.1332 -0.5871
O -3.7347 -7.0885 5.2446
H 1.2207 -3.6946 -2.5545
H -5.1404 -0.7823 -2.7950
O 0.0668 -0.4785 5.9805
N 0.7658 2.4583 -2.0575
O -7.8774 2.8576 0.0359
O 6.2186 5.5165 4.2704
H -11.6578 -2.3035 -2.7616
H -1.4015 -1.0523 -3.7957
H -12.7101 -1.2182 -2.9555
H -2.4530 4.6503 -4.1123
H -2.3438 -6.8796 3.3783
H -0.9600 -1.6483 3.5862
C -0.2216 -1.3777 0.4452
O -4.8686 3.0753 0.0346
H 6.2340 6.4544 4.4889
H 0.9279 3.2261 0.9740
H 0.7886 -5.0119 -5.3845
O -7.2712 -5.1509 -1.9781
H 5.8728 -0.0827 3.4752
H 5.0567 -1.9719 -0.9557
H -4.8130 -3.3581 3.0585
H 4.1149 -0.9678 -3.0460
H 0.4936 -1.2853 6.2888
H 2.2129 -4.4980 -5.2753
H 7.7461 5.1416 -1.3543
O -6.2675 0.2068 -1.1879
N 4.7592 1.2822 -4.2200
H -8.9707 -3.5857 -1.9825
H 4.0217 -0.0434 1.8529
H 5.9405 -1.6385 -5.7391
O -4.5175 -3.9285 2.3426
O -2.4984 -3.8402 -2.5076
O -10.4597 4.8039 0.4991
O -2.6160 5.2580 -4.8427
O 4.5575 5.5661 -2.5665
O -1.9531 -0.0964 -2.0737
H -10.3983 -3.8988 -2.3704
H 2.1738 3.9571 -1.6659
H 0.2721 1.4462 9.3281
C 0.3197 -0.3604 -0.5251
C 1.7207 0.1266 0.0261
H -1.6959 -4.0598 -2.9931
C 6.4609 -0.3655 -0.7027
H 4.0509 2.8765 -2.1503
C 1.9729 3.2305 -2.4457
H 6.9695 5.4085 3.6771
H 9.0392 7.9236 4.8075
H 6.4429 -2.9937 1.0404
H 5.6619 -1.9621 -4.2708
H 3.6036 -3.1251 1.2415
H -3.2727 4.8112 -5.3847
H 2.4129 -0.3081 -0.7001
O 7.3031 4.2896 -1.2993
O 3.2932 -2.4961 0.5792
H -7.8005 -5.8076 -2.4469
H 0.6758 2.0658 7.9928
C -1.0731 -3.2800 2.2309
H -6.7963 -6.2965 0.8508
H 1.7323 3.7749 -3.3497
H -0.2665 3.0912 5.2981
N 1.7349 1.5933 -0.0889
H 5.3301 3.8308 5.0453
C 4.8855 0.2520 3.7740
H -2.1990 0.5311 -4.0475
C 3.2021 2.3373 -2.5636
H -3.4913 -6.4225 5.8945
C -1.5079 -0.0372 -3.4313
H 6.5352 4.3923 -1.8721
H 7.8637 8.1789 5.7363
H 3.0840 1.3923 -2.0516
H 4.7793 1.5189 2.0128
H 2.5546 -2.9499 0.1552
H -5.6070 -5.4067 1.1906
O -0.4187 1.2703 3.7607
H -1.3832 -3.9869 2.9819
H -5.4863 3.5971 0.5606
C 5.4399 -1.0549 -1.3682
H -6.8074 -5.2431 -4.7968
H 2.0341 0.7505 3.0340
C 3.5665 2.0078 -3.9890
H -4.0992 -5.3943 -3.1505
H 7.7721 1.3306 -0.7085
H -5.8996 1.0270 -0.8338
O 2.8757 2.3094 -4.9147
H 0.6088 1.6836 1.7270
O -7.6252 -5.4565 -5.2612
O 1.4475 -4.7335 -4.7397
N -0.4032 -1.0035 1.7176
H -0.2025 0.3697 3.4933
H -1.7026 1.9387 -1.9220
O 1.5497 -2.7899 -2.4946
H 2.0439 -0.2786 0.9709
H -9.5745 4.4269 0.4452
H -8.4632 2.1918 0.4131
H 2.9863 1.9631 3.8570
O -1.7647 -6.1949 3.0168
O -4.4966 -1.4142 -3.1443
H -4.6514 -7.2988 5.4472
H -6.8049 -5.6522 -1.2935
H -5.5580 -5.0027 -3.2751
C 5.4027 0.7368 -3.0401
H 4.2416 5.2930 -3.4354
H -0.7818 -0.4675 6.4355
C -0.8963 -3.6536 0.9104
O 6.3972 -3.9224 0.7917
H -6.0153 -0.4662 -0.5458
H -1.0504 -4.6660 0.5775
H 4.1796 4.0790 1.9069
C 6.4459 1.3749 -2.3879
H -1.7545 -6.3755 2.0718
H 4.9318 1.0451 4.5101
H 4.3102 -0.5929 4.1462
O 2.5112 2.4817 1.9413
O -3.3245 3.6183 -2.4232
O 8.1213 7.6763 4.9566
H -2.4385 -2.8923 -2.3572

Atomic partial charges in e from the Löwdin method, atoms 1 to 8: number 1, H, carries 0.106; number 2, H, carries 0.003; number 3, C, carries -0.105; number 4, H, carries 0.084; number 5, H, carries 0.038; number 6, O, carries -0.057; number 7, C, carries -0.224; number 8, H, carries 0.096